{
  "formula": "C54H156N15O26P5S9",
  "method": "ωB97M-V with the def2-TZVPD basis set",
  "energy_ha": -10219.1007,
  "orbital_gap_ev": 8.227,
  "symbols": ["O", "S", "O", "O", "C", "C", "C", "H", "H", "H", "H", "H", "H", "H", "H", "O", "S", "O", "O", "C", "C", "C", "H", "H", "H", "H", "H", "H", "H", "H", "O", "S", "O", "O", "C", "C", "C", "H", "H", "H", "H", "H", "H", "H", "H", "O", "S", "O", "O", "C", "C", "C", "H", "H", "H", "H", "H", "H", "H", "H", "O", "S", "O", "O", "C", "C", "C", "H", "H", "H", "H", "H", "H", "H", "H", "O", "S", "O", "O", "C", "C", "C", "H", "H", "H", "H", "H", "H", "H", "H", "O", "P", "N", "C", "C", "N", "C", "C", "N", "C", "C", "H", "H", "H", "H", "H", "H", "H", "H", "H", "H", "H", "H", "H", "H", "H", "H", "H", "H", "O", "P", "N", "C", "C", "N", "C", "C", "N", "C", "C", "H", "H", "H", "H", "H", "H", "H", "H", "H", "H", "H", "H", "H", "H", "H", "H", "H", "H", "O", "P", "N", "C", "C", "N", "C", "C", "N", "C", "C", "H", "H", "H", "H", "H", "H", "H", "H", "H", "H", "H", "H", "H", "H", "H", "H", "H", "H", "O", "P", "N", "C", "C", "N", "C", "C", "N", "C", "C", "H", "H", "H", "H", "H", "H", "H", "H", "H", "H", "H", "H", "H", "H", "H", "H", "H", "H", "O", "P", "N", "C", "C", "N", "C", "C", "N", "C", "C", "H", "H", "H", "H", "H", "H", "H", "H", "H", "H", "H", "H", "H", "H", "H", "H", "H", "H", "C", "S", "O", "C", "H", "H", "H", "H", "H", "H", "C", "S", "O", "C", "H", "H", "H", "H", "H", "H", "C", "S", "O", "C", "H", "H", "H", "H", "H", "H"],
  "coordinates": [[0.2547, 6.0789, 2.2245], [1.6413, 6.5086, 1.9820], [1.9818, 7.9249, 1.9587], [2.4801, 5.9775, 3.2059], [2.2446, 4.5506, 3.5741], [3.6649, 3.9068, 3.8485], [2.4331, 5.6081, 0.6161], [1.7194, 4.0598, 2.7841], [1.7588, 4.6038, 4.5808], [3.3932, 2.8549, 4.0856], [4.1035, 4.3137, 4.6916], [4.3151, 3.9128, 3.0121], [2.3149, 4.5595, 0.8700], [3.4812, 5.9094, 0.5255], [1.9362, 5.9152, -0.2793], [-3.1231, 1.8717, 4.3778], [-2.6613, 0.7337, 5.1208], [-1.7176, 1.1301, 6.1487], [-3.9088, 0.0091, 5.7567], [-3.6393, -0.8533, 6.8534], [-4.8800, -1.5931, 7.1938], [-2.0033, -0.5670, 4.1213], [-3.3031, -0.1704, 7.6708], [-2.7882, -1.6211, 6.6559], [-5.7782, -1.0027, 7.4128], [-4.6682, -2.1549, 8.0966], [-5.1401, -2.1687, 6.3273], [-2.7089, -0.7118, 3.3202], [-1.8508, -1.5274, 4.7046], [-1.0847, -0.2102, 3.7710], [-5.1728, 3.7328, 2.5712], [-4.2451, 4.6317, 1.9900], [-3.8195, 4.3311, 0.6134], [-4.8323, 6.1297, 2.0432], [-3.8492, 7.0383, 1.3724], [-4.1151, 7.1642, -0.1184], [-2.6118, 4.6999, 2.9844], [-2.8206, 6.6686, 1.5638], [-3.9549, 7.9983, 1.8247], [-5.0800, 7.6087, -0.3195], [-4.0040, 6.2295, -0.6159], [-3.3317, 7.8729, -0.4359], [-1.7621, 5.0485, 2.3899], [-2.4514, 3.6232, 3.3011], [-2.8027, 5.4054, 3.7482], [-3.2699, -0.8106, -0.5923], [-4.4204, -0.1681, -0.0946], [-5.7340, -0.5501, -0.4674], [-4.2404, -0.2007, 1.4732], [-5.3482, 0.0006, 2.4192], [-5.6441, -1.2929, 3.1743], [-4.2604, 1.5857, -0.2279], [-6.2687, 0.2970, 1.8832], [-5.0861, 0.8148, 3.1513], [-5.9172, -2.1643, 2.5852], [-6.5535, -1.0710, 3.7945], [-4.8652, -1.5970, 3.9459], [-4.9049, 2.1349, 0.5227], [-4.3903, 1.9170, -1.2670], [-3.2317, 1.7626, 0.0436], [5.8711, -1.3640, 0.2067], [5.8734, -0.4536, -0.8847], [7.0212, -0.4868, -1.7549], [4.5129, -0.6754, -1.6847], [4.5913, -0.6777, -3.1542], [4.8925, -2.1235, -3.5137], [5.7798, 1.1612, -0.2661], [5.3688, 0.0054, -3.4740], [3.5878, -0.3393, -3.4469], [5.8431, -2.3933, -3.1782], [4.8945, -2.2047, -4.6190], [4.1498, -2.7561, -2.9927], [4.9930, 1.2506, 0.4555], [5.5673, 1.7765, -1.1177], [6.7579, 1.3865, 0.1417], [5.9975, 4.7399, -4.2894], [5.5220, 4.2960, -2.9912], [5.1406, 2.9453, -2.7967], [6.6219, 4.6554, -1.9238], [8.0386, 4.5206, -2.2579], [8.5921, 5.8945, -2.6018], [4.2906, 5.4185, -2.5364], [8.1381, 3.7577, -3.0572], [8.5463, 4.2940, -1.3623], [8.1779, 6.6466, -1.8886], [8.2183, 6.1726, -3.6877], [9.6626, 5.8690, -2.6051], [3.8094, 5.1447, -1.6193], [3.4516, 5.4677, -3.2443], [4.8168, 6.3490, -2.5421], [4.4005, -0.0453, 6.8293], [4.0448, -0.3072, 5.4187], [3.8782, -1.8764, 4.9128], [2.7547, -2.7174, 5.5063], [5.1182, -2.7539, 5.0369], [5.1772, 0.2191, 4.3731], [6.1864, 1.2187, 4.6518], [5.3590, -0.3843, 3.0515], [2.6011, 0.3463, 5.0457], [2.1258, 0.6407, 3.7489], [1.6847, 0.7360, 6.1109], [2.4775, -3.5518, 4.8566], [1.8113, -2.1936, 5.5671], [3.0326, -3.0930, 6.5340], [6.0669, -2.2801, 4.7270], [4.8950, -3.7192, 4.4816], [5.2577, -2.9535, 6.0437], [6.4034, 1.3528, 5.7313], [7.0880, 1.0798, 4.1367], [5.8359, 2.2033, 4.3005], [4.9143, 0.2022, 2.2711], [6.4134, -0.5528, 2.8556], [4.8765, -1.3347, 3.0588], [1.4182, -0.1208, 3.4481], [1.7762, 1.6363, 3.7364], [2.9349, 0.5579, 3.0003], [1.6918, -0.0436, 6.8425], [0.6343, 0.6818, 5.7066], [1.8349, 1.7052, 6.6013], [0.1667, -6.4353, -3.6737], [-1.2001, -5.9325, -3.3358], [-2.1507, -5.7427, -4.6766], [-2.6976, -4.4573, -5.0422], [-2.0923, -6.7222, -5.7542], [-1.1705, -4.5127, -2.4965], [-0.2412, -3.4381, -2.8423], [-2.1897, -4.0471, -1.5025], [-2.0089, -7.0098, -2.3795], [-1.1573, -7.7347, -1.3749], [-2.8841, -8.0316, -2.9519], [-3.0988, -3.8217, -4.2761], [-3.5532, -4.6117, -5.7046], [-1.8910, -3.7811, -5.4991], [-1.3467, -7.3934, -5.3764], [-1.7103, -6.2327, -6.6649], [-3.0772, -7.1748, -5.8299], [0.2488, -3.1030, -1.9459], [0.4832, -3.8928, -3.5076], [-0.7782, -2.6139, -3.3020], [-1.8379, -3.7467, -0.5023], [-2.8200, -3.2195, -1.9180], [-2.9121, -4.9185, -1.4285], [-1.7672, -8.0274, -0.4949], [-0.7028, -8.6598, -1.7648], [-0.3856, -7.1009, -1.0738], [-3.5023, -8.5610, -2.2219], [-2.2264, -8.7829, -3.3988], [-3.5340, -7.6872, -3.6677], [-2.4223, 2.1257, -5.0383], [-3.8299, 1.7734, -5.0821], [-4.3595, 2.1471, -6.6202], [-3.6464, 3.1998, -7.3843], [-5.8146, 2.0344, -6.8141], [-4.5895, 2.5076, -3.7527], [-6.0439, 2.3609, -3.5800], [-4.1507, 3.8965, -3.6101], [-4.3032, 0.1830, -4.9465], [-4.1700, -0.3314, -3.6071], [-3.8713, -0.6763, -6.0379], [-2.7325, 3.4612, -6.9120], [-4.2202, 4.1393, -7.4070], [-3.4074, 2.8637, -8.4483], [-6.3346, 2.9989, -6.5404], [-6.1613, 1.2193, -6.1819], [-6.0551, 1.7297, -7.8248], [-6.3181, 1.3530, -3.8571], [-6.3317, 2.5719, -2.5930], [-6.5931, 3.0965, -4.1752], [-4.8211, 4.5630, -4.1148], [-4.0002, 4.1965, -2.5182], [-3.1636, 3.8111, -4.0098], [-4.6615, -1.3205, -3.6066], [-3.2582, -0.3780, -3.0404], [-4.8700, 0.1460, -2.9554], [-2.8042, -0.7074, -5.9688], [-4.2640, -0.3500, -7.0264], [-4.2527, -1.6923, -5.9009], [-1.0530, -3.1882, 5.3930], [-1.0372, -4.4756, 4.6777], [-0.5628, -5.7260, 5.6669], [-1.4475, -6.7954, 5.8690], [0.3998, -5.4938, 6.7077], [-0.0333, -4.3765, 3.4275], [0.4299, -5.5529, 2.7835], [0.2864, -3.1601, 2.6955], [-2.5560, -4.8720, 4.0380], [-2.7464, -5.3771, 2.7166], [-3.6851, -4.9660, 4.9454], [-0.9043, -7.6540, 6.0154], [-2.0135, -6.9541, 4.9929], [-2.1435, -6.6459, 6.7302], [0.9242, -6.3997, 6.8306], [-0.0999, -5.1192, 7.6441], [1.1451, -4.7240, 6.5101], [1.4848, -5.5304, 2.6632], [0.0629, -6.4009, 3.3644], [0.0226, -5.6096, 1.7230], [1.2760, -3.1193, 2.3590], [-0.3582, -3.1253, 1.8144], [0.1531, -2.2832, 3.3821], [-2.0620, -4.7645, 2.0609], [-2.4995, -6.4378, 2.6385], [-3.7919, -5.2231, 2.4059], [-4.0194, -5.9551, 5.2767], [-4.5807, -4.4937, 4.5805], [-3.4033, -4.4370, 5.8745], [2.3326, 2.1498, 0.7444], [1.1745, 1.4838, 0.0935], [1.2520, 1.6374, -1.5795], [0.0567, 1.3423, -2.4275], [2.3114, 2.3474, -2.2492], [-0.3010, 2.1757, 0.5071], [-0.6436, 3.4507, -0.0618], [-0.7197, 2.0635, 1.8932], [1.0862, -0.1247, 0.4538], [-0.0497, -0.9311, 0.0021], [2.3817, -0.8581, 0.4567], [-0.8466, 1.3127, -1.8613], [0.1695, 0.4116, -3.0435], [-0.0991, 2.2654, -3.0651], [3.1512, 2.3113, -1.6484], [2.0324, 3.3948, -2.4371], [2.6371, 1.9524, -3.2254], [-0.2681, 3.6093, -1.0690], [-1.7831, 3.4486, -0.2890], [-0.4169, 4.3742, 0.4495], [-0.6193, 3.0775, 2.3835], [-1.8499, 1.8618, 1.8527], [-0.1503, 1.3108, 2.3930], [-0.9210, -0.7668, 0.6651], [-0.3428, -0.7666, -1.0052], [0.2790, -1.9483, 0.0782], [2.3677, -1.5031, 1.3167], [3.2237, -0.1754, 0.5244], [2.5043, -1.4881, -0.4687], [2.1382, 8.3890, -3.9198], [0.8841, 7.1147, -4.2853], [1.5197, 5.8559, -3.7811], [-0.2990, 7.6759, -3.0160], [2.5503, 8.3615, -2.9157], [1.7437, 9.4511, -4.0122], [2.9814, 8.2268, -4.5624], [-1.1496, 7.0714, -3.1076], [-0.6303, 8.6724, -3.4322], [0.0315, 7.7701, -1.9897], [3.9366, -4.2208, 0.4225], [2.4469, -5.1120, -0.0990], [1.4259, -4.0028, 0.0575], [2.7751, -5.3320, -1.8993], [4.7838, -4.8500, 0.3270], [3.8151, -3.9307, 1.5007], [4.1173, -3.3519, -0.1992], [3.6084, -6.0775, -1.9688], [2.9641, -4.3775, -2.3456], [1.9332, -5.7191, -2.4580], [0.9583, -2.5114, -7.5331], [0.3002, -1.8048, -5.9265], [1.4606, -1.7568, -4.9720], [0.0389, -0.0747, -6.4094], [0.2488, -2.1436, -8.2584], [1.0268, -3.5737, -7.3342], [1.9428, -2.1399, -7.7694], [0.9930, 0.4534, -6.6239], [-0.5040, 0.3190, -5.5605], [-0.5913, -0.0880, -7.3038]],
  "forces_ev_per_angstrom": [[1.719, 0.572, -1.227], [-0.067, 1.161, 1.406], [-0.765, -1.663, -0.688], [-0.162, -0.945, -0.197], [2.671, 0.966, 1.974], [-3.550, -1.390, -0.990], [-0.331, 0.741, 1.030], [-0.540, -0.471, -0.153], [-0.233, -0.276, -1.237], [0.567, 0.472, -0.111], [0.911, 1.032, 1.616], [0.522, 0.112, -0.908], [0.058, -0.327, -0.449], [-0.223, -0.002, 0.490], [-0.557, -0.156, -0.634], [-0.757, -0.924, -0.748], [1.700, 1.351, 1.144], [-0.516, -1.172, -0.325], [-0.274, 0.382, -0.941], [1.912, -0.093, 1.569], [-0.686, 0.328, 0.285], [-1.204, -0.859, 1.225], [-0.130, -0.783, -0.397], [-1.275, 1.394, -0.015], [0.464, 0.410, -0.036], [-0.091, -0.604, -0.128], [-0.195, -0.963, -0.155], [-0.134, -0.088, -0.455], [-0.136, 1.153, -0.437], [1.442, 0.470, -0.666], [-0.713, 0.097, 0.638], [3.171, -0.216, -1.561], [-0.744, 0.623, 1.478], [1.262, -0.399, -0.322], [-0.160, -0.896, -0.464], [0.734, 0.963, 0.797], [-1.305, -1.560, -1.261], [-0.665, 0.245, -0.108], [-0.243, 0.482, 0.674], [-0.260, 0.043, -0.010], [0.070, -0.571, -0.412], [-0.292, -0.216, -0.326], [-0.499, -0.124, -0.214], [-0.457, 1.540, -0.038], [-0.109, 0.344, 1.229], [0.962, -0.899, -0.776], [-0.525, 2.541, 1.562], [-0.859, -0.733, -0.316], [-0.261, -0.584, 1.167], [-0.353, -0.147, 0.271], [-0.235, 0.109, 1.908], [-0.320, 0.500, -0.044], [0.602, -0.033, -0.009], [0.109, -0.711, -1.017], [0.221, 0.144, -0.450], [0.659, -0.130, -0.409], [-0.671, 0.479, -1.215], [0.501, -0.881, -1.105], [-0.185, -0.062, 0.290], [0.371, 0.195, 0.110], [-0.492, -0.731, 0.662], [0.946, -0.209, -0.428], [-0.595, -0.023, -0.325], [0.924, 0.678, 0.293], [-0.371, -0.684, 0.567], [-1.750, 0.781, -1.105], [-0.156, 0.135, -0.263], [-0.020, 0.192, -0.097], [0.413, -0.188, -0.144], [1.620, -0.329, 0.619], [-0.360, -0.364, 0.581], [0.245, 0.176, -0.759], [-0.421, 0.096, 0.413], [-0.007, 0.543, -0.308], [0.083, -0.002, 0.140], [-0.177, -0.678, 0.799], [0.944, 1.141, -1.930], [-0.287, -0.912, -0.151], [0.190, 0.022, 0.651], [-0.456, 0.848, -1.194], [-2.180, 0.689, -2.586], [-0.877, -0.070, -0.222], [0.220, 0.485, 0.620], [0.118, -1.200, 1.120], [0.548, -0.568, -0.482], [0.821, -0.295, 2.173], [0.609, 0.137, 0.101], [0.235, -0.024, 0.778], [0.550, -0.321, -0.294], [0.022, 0.765, 0.374], [-0.048, -0.121, -0.039], [0.234, 0.230, 0.903], [0.004, -3.000, 0.661], [0.738, 0.649, 0.221], [-1.088, 0.343, -2.129], [1.491, -0.380, -1.226], [-1.704, 1.776, 1.636], [-0.018, 0.022, 0.656], [-0.347, 0.958, 1.478], [1.528, -1.350, -1.235], [-1.462, -0.634, -0.574], [0.643, -0.157, -0.103], [-0.061, 0.680, 0.207], [-0.258, 0.330, -0.992], [-0.749, -0.101, -0.390], [0.541, 1.189, 0.535], [0.217, -0.742, 2.144], [-0.281, -0.400, -0.543], [1.304, -0.856, -0.738], [0.040, -0.020, 0.098], [-0.056, 0.469, -0.506], [0.169, 0.119, -0.132], [-0.312, -0.537, -0.400], [-0.841, 0.095, -0.313], [-0.893, 1.014, -0.417], [-0.313, 0.229, 0.309], [0.120, -0.220, 0.896], [0.973, 0.351, 0.307], [0.255, -0.080, -0.336], [-0.377, 0.425, -0.025], [1.164, 0.025, -0.108], [-0.573, 0.862, 0.492], [0.925, 1.086, -1.099], [0.416, 1.024, 0.864], [-0.883, 0.927, 1.550], [-0.146, -1.186, -0.291], [-1.687, -1.629, -1.426], [-0.371, -1.705, 1.576], [-1.545, -0.298, -0.335], [1.551, -0.923, 0.962], [-0.085, -0.218, 1.101], [0.296, 0.056, -0.370], [-1.139, -0.908, -0.021], [0.288, -1.015, -0.511], [-0.374, -0.403, 0.070], [0.046, -0.253, -0.645], [0.326, 0.198, 0.361], [0.328, 0.483, -0.275], [0.006, 0.230, -0.257], [0.440, -0.243, -0.553], [0.746, -0.303, 0.243], [0.776, 1.023, 0.437], [0.186, 0.314, -0.487], [-0.187, 0.324, -0.262], [1.297, 1.026, 0.674], [0.259, 0.337, 0.413], [-0.249, -0.325, -0.239], [-1.392, 1.162, -1.726], [2.155, 0.027, 0.309], [-1.016, -0.233, -0.184], [-0.564, 0.715, 0.041], [-0.959, -0.547, -1.113], [0.266, 0.743, 0.243], [-1.078, 0.008, -0.605], [0.768, 0.015, -1.319], [0.779, -0.899, 2.060], [-0.063, 1.201, 0.061], [-2.019, -1.874, 0.452], [-0.705, -0.373, -0.157], [0.865, -0.191, 0.482], [-0.172, -0.309, -0.230], [-0.508, 0.371, 1.302], [0.298, -0.972, -0.421], [-0.187, 0.176, 0.126], [-0.018, 0.259, -0.415], [-0.379, -0.124, 0.018], [-0.174, 0.019, 1.651], [-0.034, -0.132, -0.324], [-0.206, 0.669, -0.362], [-0.612, -0.399, -1.215], [0.749, 1.093, -0.423], [0.706, -0.141, -0.078], [1.049, 0.073, -0.507], [-0.298, 0.816, 0.374], [0.918, -0.320, -0.761], [0.579, 0.087, 0.780], [-0.022, 0.088, 0.278], [-0.265, 0.645, 0.694], [-1.108, 0.650, 0.450], [0.144, 1.668, -1.390], [-1.547, 0.647, 1.126], [-0.614, 1.549, 0.963], [1.249, 0.275, -0.508], [-1.489, -0.797, -1.637], [-2.134, 1.045, 1.519], [0.086, 0.034, 1.428], [0.716, 0.814, -1.105], [0.416, 0.424, 1.319], [1.287, -2.319, 0.665], [-0.812, -0.226, -0.872], [0.361, -0.137, -0.387], [0.664, -1.130, 0.718], [0.385, -0.717, -0.528], [-0.209, 0.029, -0.604], [1.150, -0.259, 0.185], [0.482, -0.276, -0.298], [0.313, -0.111, 1.050], [1.585, -0.432, -0.426], [0.046, 0.423, -0.014], [-0.206, -0.691, -0.747], [-0.884, -0.951, 0.184], [-0.045, -0.173, -0.270], [0.389, 0.001, 0.033], [0.413, -0.354, -0.358], [-0.256, 0.504, -0.568], [-0.205, -0.114, -0.316], [0.421, -0.014, 0.017], [0.190, 0.669, -1.051], [-1.375, -0.794, -0.213], [1.173, 1.271, -0.893], [-1.088, 0.495, -1.017], [1.122, -0.469, -0.040], [-2.846, 0.007, -2.192], [-2.148, 1.472, -0.563], [0.277, 0.232, 0.152], [-0.095, 0.271, 1.520], [-0.639, -0.084, -0.991], [-0.551, -0.425, 0.688], [0.017, 0.867, 0.413], [0.222, -1.186, 0.109], [1.702, 0.155, 1.258], [0.030, 0.051, -0.014], [-0.542, -0.359, 0.307], [0.558, -0.411, -0.116], [1.596, 0.233, 0.776], [0.280, -0.028, 0.969], [0.236, -1.211, -0.174], [1.459, -0.067, 0.616], [0.072, -0.501, 0.462], [0.298, -0.128, -0.395], [-0.236, 0.316, -0.980], [-0.091, -0.665, 0.082], [0.230, -0.434, 0.381], [-0.145, 0.069, 0.075], [-0.226, 0.689, 0.879], [-0.635, 1.689, 0.103], [0.815, 0.271, 1.737], [-0.390, 0.063, -0.333], [0.278, 2.016, -1.545], [-0.399, -0.615, 0.403], [0.311, -1.357, -0.360], [0.231, -0.006, -0.692], [-1.153, -1.174, 0.083], [0.359, -0.741, 0.661], [0.463, -0.140, 0.001], [-0.401, 0.025, 0.508], [-0.403, 1.247, -0.414], [-0.030, -0.858, -0.347], [0.727, -0.760, 0.887], [0.943, -0.777, 0.032], [-0.099, -0.269, -1.072], [-0.302, 0.278, -0.033], [-0.476, 0.854, -0.084], [0.622, 0.601, -0.066], [-0.624, -0.434, 0.419], [-0.446, 0.875, 1.486], [1.676, 0.257, -0.489], [-0.489, -0.196, -0.139], [0.341, -0.635, -0.618], [-0.263, -0.604, -0.515], [-0.356, -0.210, -0.422], [0.317, 0.372, 0.208], [-0.563, -0.472, 0.362], [-0.046, 0.578, 0.025], [-0.088, 0.225, 0.170]]
}